Density functional theory data (ωB97M-V/def2-TZVPD) for an isolated molecule of C10H14Si at a distorted geometry.

Geometry as ORCA input:
```
! wB97M-V def2-TZVPD RIJCOSX def2/J DEFGRID3
* xyz 0 1
H -1.67258 -1.78465 -2.49443
H -1.53254 -2.56646 -0.90860
H -1.91747 1.66623 -0.52640
C 1.34907 -1.11637 1.09503
H 2.36075 -0.90222 1.43664
H 1.48920 0.74445 -2.26785
H -0.52178 2.61803 3.40151
H -1.94046 3.18800 1.47675
H -0.13019 0.96672 -3.00383
H 0.98495 -1.83609 1.82573
C -0.40409 2.04840 2.47737
C -1.28247 2.30571 1.42171
H 1.34036 -2.74628 -0.42074
C 0.59259 0.22754 -2.62102
Si 0.01828 -0.66317 -1.12748
H 2.27005 -1.35060 -0.92096
H 1.18775 0.77206 3.17975
C 1.40574 -1.62772 -0.34005
C -1.54086 -1.60937 -1.42286
H 0.89331 -0.45762 -3.41046
C 0.52161 1.01295 2.38808
C 0.53691 0.17910 1.26741
C -1.23901 1.50630 0.30792
C -0.38593 0.43990 0.26486
H -2.38317 -1.01484 -1.07806
*
```

## Properties
- energy relative to the best compared isomer or geometry (same formula, charge and spin) (kcal/mol) = 6.65
- SMILES = C[Si]1(C)CCc2ccccc21
- M (g/mol) = 162.31
- DFT total energy (eV) = -18475.3222
- highest occupied orbital energy (Eh) = -0.3274